Entry 1:
The following is a DFT calculation (wB97M-V/def2-TZVPD) of C7H12IrN3 as an isolated structure at a distorted geometry.

Element x y z (Å)
C -1.32488 1.56835 0.26169
Ir 0.08936 -0.12372 0.01298
N 1.22884 -1.71580 -0.59646
H 0.70523 0.91332 -1.05579
H 2.24418 -1.56093 -0.67495
H -1.49141 0.59524 -0.31961
H -1.69826 2.13078 -0.60399
H -0.56214 2.22763 0.71992
H -2.12166 1.45179 1.00521
H 1.11662 -2.54450 -0.00955
H 0.94161 -2.01347 -1.53773
N 3.91026 -0.06251 5.15956
C 2.89891 -0.36229 4.63431
C 1.66329 -0.72437 3.95776
C 0.63719 -1.37687 4.63355
C -0.52888 -1.70069 3.95464
C -0.62967 -1.36202 2.58642
N 0.37364 -0.71887 1.93242
C 1.50529 -0.37898 2.60767
H 0.75101 -1.60734 5.70431
H -1.36861 -2.18314 4.42884
H -1.49894 -1.58022 1.98981
H 2.25293 0.17392 2.03980

Forces on atoms 1 to 6 (eV/Å):
-2.08 1.64 0.58
-0.76 1.09 -0.41
0.98 -2.78 -1.26
1.29 0.87 -0.40
-0.56 0.27 0.11
-0.12 -0.96 -0.34

The gap between HOMO and LUMO (alpha / beta) is 6.05 / 5.34 eV. Its largest force on an atom is 0.1221 Eh/bohr. For the total energy, the calculation gives -14746.9783 eV. As for the total charge: +1. As for the multiplicity: 6. The calculation puts the HOMO energy (alpha / beta) at -9.83 / -13.39 eV. The energy above the lowest of the compared OMol25 structures with the same formula, charge and spin comes out at 38.2 kJ/mol. The LUMO energy (alpha / beta) comes out at -3.785 / -8.049 eV.

***

Entry 2:
The following is a DFT calculation (wB97M-V/def2-TZVPD) of C51H42ClF10N6PSTi as an isolated structure.

Element x y z (Å)
Ti -0.38978 0.69351 -0.74659
C -1.65335 -2.34362 1.81445
N -1.69303 -0.94425 1.40880
C -1.12080 -0.13425 2.46766
C -0.77862 1.30227 2.12811
N 0.16559 1.43781 1.01419
C 0.97716 2.56941 1.18978
C 0.77669 3.59246 2.13690
F -0.37614 3.74443 2.83569
C 1.70480 4.58908 2.40473
F 1.42992 5.50083 3.35753
C 2.88403 4.66791 1.70923
F 3.79404 5.61760 1.97858
C 3.08070 3.75448 0.69316
F 4.18858 3.82936 -0.06132
C 2.15107 2.77152 0.43554
F 2.41031 2.02053 -0.63743
C -3.08070 -0.67107 1.06497
C -3.42688 0.73898 0.65107
N -2.65651 1.18825 -0.50424
C -3.33480 2.09512 -1.25768
C -3.07999 2.29078 -2.63981
F -2.13925 1.55338 -3.26291
C -3.75905 3.16984 -3.45105
F -3.44199 3.24615 -4.75799
C -4.78348 3.95664 -2.95716
F -5.46243 4.81011 -3.75395
C -5.07675 3.82733 -1.61943
F -6.04009 4.59859 -1.07533
C -4.38141 2.94431 -0.81046
F -4.71087 3.03334 0.50420
H -0.67346 -2.60938 2.19408
H -1.89456 -2.98727 0.96655
H -2.39746 -2.52935 2.60985
H -1.77599 -0.11821 3.36158
H -0.18391 -0.62021 2.75216
H -1.65513 1.92695 1.97571
H -0.30223 1.65132 3.04587
H -3.32675 -1.33946 0.23562
H -3.73776 -0.94283 1.91420
H -4.49438 0.68175 0.39891
H -3.36793 1.41072 1.50911
C 3.20500 -2.52657 5.06479
C 3.41292 -3.97532 4.62164
C 2.72996 -4.90272 5.63643
C 4.92096 -4.26928 4.62110
C 2.82982 -4.23386 3.22935
C 2.97500 -5.50530 2.64709
C 2.43620 -5.81899 1.41623
C 1.73893 -4.82897 0.73098
S 0.86455 -4.91163 -0.75080
C 0.37676 -3.21158 -0.54900
N 0.87349 -2.65267 0.49881
C 1.61582 -3.54643 1.26559
C 2.14499 -3.25463 2.52669
C -0.62587 -2.64140 -1.50003
C -1.05079 -3.56884 -2.46782
C -2.05456 -3.30340 -3.37548
C -2.69888 -2.08547 -3.27618
C -2.26954 -1.16021 -2.33669
C -1.18760 -1.32810 -1.45376
H 3.65928 -2.38121 6.04868
H 2.14341 -2.28295 5.14767
H 3.64783 -1.81026 4.36722
H 3.15175 -4.74692 6.63327
H 2.85935 -5.95468 5.37250
H 1.65841 -4.69722 5.68015
H 5.33347 -4.10268 5.61982
H 5.44475 -3.61304 3.92733
H 5.13245 -5.30156 4.33534
H 3.51286 -6.27784 3.18491
H 2.53370 -6.81756 1.00869
H 2.02099 -2.24700 2.89969
H -0.58697 -4.54502 -2.52305
H -2.33251 -4.04191 -4.11778
H -3.52721 -1.83445 -3.93032
H -2.82980 -0.24657 -2.26724
N 1.29678 -0.34141 -1.06455
P 3.22950 -0.02628 1.92468
C 4.58882 -0.78362 0.92244
C 4.88645 -0.30663 -0.36142
C 5.85050 -0.90624 -1.16280
C 6.54775 -2.01767 -0.70577
C 6.27086 -2.51325 0.56223
C 5.30923 -1.89998 1.35383
C 4.11170 1.22296 2.85288
C 3.40841 1.86739 3.89969
C 3.93704 2.92750 4.60853
C 5.21603 3.41007 4.33011
C 5.93711 2.78482 3.31768
C 5.40597 1.72543 2.59982
C 1.52150 -0.00179 -2.32663
C 2.54745 -0.38350 -3.22284
C 2.59913 0.27102 -4.42707
C 1.67111 1.27199 -4.75253
C 0.66665 1.54687 -3.84848
N 0.57309 0.88702 -2.69919
H 1.79286 -1.11298 -0.65141
H 4.33929 0.55454 -0.72810
H 6.05612 -0.50307 -2.14888
H 7.29130 -2.49734 -1.33231
H 6.80353 -3.38240 0.93439
H 5.09102 -2.29674 2.33693
H 2.40855 1.51540 4.14121
H 3.34165 3.39133 5.38911
H 5.62744 4.25147 4.87380
H 6.93112 3.14291 3.06640
H 5.99645 1.28553 1.80325
H 3.26689 -1.13707 -2.93301
H 3.38246 0.01954 -5.13426
H 1.72911 1.81551 -5.68443
H -0.09048 2.29816 -4.02370
Cl -0.53814 3.12223 -1.30143

Forces on atoms 1 to 6 (eV/Å):
-0.76 0.55 0.27
-0.05 -0.02 0.01
0.03 0.04 0.01
-0.03 0.02 0.03
0.16 -0.43 0.23
-0.35 0.55 0.10

The gap between HOMO and LUMO is 4.31 eV. Its largest force on an atom is 0.0190 Eh/bohr. For the total energy, the calculation gives -145447.3922 eV. As for the total charge: -2. The calculation puts the HOMO energy at -0.60 eV. The LUMO energy comes out at 3.714 eV.

***

Entry 3:
The following is a DFT calculation (wB97M-V/def2-TZVPD) of C8H13F6NiO7 as an isolated structure at a distorted geometry.

Element x y z (Å)
Ni -6.90446 -9.94103 19.90990
O -8.18792 -10.96612 18.81298
H -8.02520 -11.53402 18.06620
O -5.36700 -8.86865 20.27615
H -5.45373 -8.18264 20.92861
O -8.54700 -8.93531 20.50639
H -8.68925 -8.21381 21.11526
C -5.00350 -9.03370 24.48585
C -5.72614 -9.61118 23.27126
O -6.09714 -10.95846 23.56733
C -6.42550 -11.73386 22.55321
O -6.61210 -11.39284 21.43580
C -6.67070 -13.18812 23.05004
F -5.72204 -14.01966 22.59181
F -6.66116 -13.27273 24.38182
F -7.84332 -13.58545 22.58175
H -4.50874 -8.09491 24.25123
H -4.33192 -9.76024 24.93821
H -5.75363 -8.79602 25.25075
H -4.97504 -9.57123 22.47817
H -6.61220 -9.07642 22.93563
C -1.75742 -11.23646 20.46942
C -3.02404 -11.09056 19.60995
O -3.40441 -12.34413 19.05411
C -4.67827 -12.34866 18.63017
O -5.44097 -11.46415 18.75158
C -5.01274 -13.65202 17.92493
F -5.89799 -14.33349 18.69586
F -5.57253 -13.41975 16.72310
F -3.93542 -14.44970 17.71620
H -1.83524 -11.96656 21.27789
H -1.52435 -10.27907 20.93489
H -0.88462 -11.55254 19.89094
H -2.80673 -10.46202 18.74457
H -3.69678 -10.55866 20.28457

Forces on atoms 1 to 6 (eV/Å):
-2.13 0.40 -0.72
-0.04 0.41 0.52
0.51 -0.18 -0.16
0.88 -0.38 -0.13
-0.33 0.41 0.07
0.47 -0.49 0.01

The gap between HOMO and LUMO (alpha / beta) is 6.67 / 6.51 eV. Its largest force on an atom is 0.0473 Eh/bohr. For the total energy, the calculation gives -80187.8344 eV. As for the total charge: -1. As for the multiplicity: 3. The calculation puts the HOMO energy (alpha / beta) at -3.95 / -3.79 eV. The energy above the lowest of the compared OMol25 structures with the same formula, charge and spin comes out at 48.0 kJ/mol. The LUMO energy (alpha / beta) comes out at 2.719 / 2.719 eV.

***

Entry 4:
The following is a DFT calculation (wB97M-V/def2-TZVPD) of C17H14IrN7O7S3 as an isolated structure at a distorted geometry.

Element x y z (Å)
Ir 0.15658 -0.64186 -0.26492
C -3.02270 2.39878 -1.34858
C -1.72070 1.73160 -1.05255
N -1.44421 1.05266 -0.01706
N -2.37233 0.81760 0.96082
C -1.83406 0.31288 2.10894
N -2.68080 -0.05540 3.05078
S -0.15405 0.29906 2.33366
C -0.58800 1.83462 -2.00557
C -0.52902 2.81374 -2.97411
C 0.57136 2.85756 -3.82032
C 1.57161 1.91433 -3.68118
C 1.44749 0.95994 -2.68626
N 0.39797 0.93290 -1.86415
H -3.80585 2.10470 -0.65782
H -3.34073 2.15693 -2.36278
H -2.90892 3.48340 -1.28000
H -3.29348 0.50944 0.67464
H -3.66438 -0.17693 2.86304
H -2.30385 -0.49439 3.87466
H -1.32040 3.54469 -3.06404
H 0.63802 3.62153 -4.58378
H 2.43319 1.90442 -4.33437
H 2.19248 0.18596 -2.54869
O -1.75192 -1.26337 -1.49749
S -2.29084 -2.16713 -0.44707
O -3.70972 -2.04361 -0.26158
O -1.51579 -1.86209 0.78662
C -1.86615 -3.83415 -0.81876
C -2.92360 -4.70055 -1.03323
C -2.67864 -6.05166 -1.23828
C -1.38367 -6.52891 -1.20938
C -0.31574 -5.66384 -1.00305
C -0.53592 -4.30949 -0.80550
S 0.96285 -3.32490 -0.69093
O 2.04907 -4.22629 -0.86627
O 0.83069 -2.27042 -1.73760
O 1.00934 -2.56197 0.59788
H -3.92974 -4.30336 -1.02343
H -3.50707 -6.72551 -1.41279
H -1.19097 -7.58452 -1.35251
H 0.70167 -6.02765 -1.00198
O 2.43513 -0.00780 0.06311
N 3.11332 -0.55953 0.91050
C 3.51735 -0.20230 2.06704
C 3.23246 1.11195 2.58942
N 3.01748 2.16645 2.99185
C 4.30856 -1.12202 2.84428
N 4.93082 -1.82317 3.50718

Forces on atoms 1 to 6 (eV/Å):
-1.13 0.07 0.81
0.08 0.07 0.00
-0.07 0.28 -0.19
0.05 -0.39 -0.16
0.26 0.05 0.20
0.14 0.28 -0.02

The gap between HOMO and LUMO (alpha / beta) is 7.80 / 6.65 eV. Its largest force on an atom is 0.0271 Eh/bohr. For the total energy, the calculation gives -77950.6401 eV. As for the total charge: +1. As for the multiplicity: 6. The calculation puts the HOMO energy (alpha / beta) at -11.79 / -12.35 eV. The energy above the lowest of the compared OMol25 structures with the same formula, charge and spin comes out at 43.3 kJ/mol. The LUMO energy (alpha / beta) comes out at -3.987 / -5.700 eV.

***

Entry 5:
The following is a DFT calculation (wB97M-V/def2-TZVPD) of the molecule C7H6N2O3 at a distorted geometry.

Element x y z (Å)
C 2.46901 -1.70545 0.56056
C 0.38773 -1.80911 1.17964
C 1.88801 -0.54360 0.04379
C -3.12113 1.84454 -0.73584
C -2.76492 0.61411 -0.03682
C 2.52685 0.55252 -0.65920
C -0.38477 0.21276 -0.10602
N 1.58831 -2.40035 1.32535
N 0.54260 -0.67002 0.44793
O 3.69743 0.62250 -0.93919
O -2.36288 2.58212 -1.33476
O -1.61511 0.10449 0.25505
H 3.52887 -1.93524 0.36565
H -0.60745 -2.06867 1.47221
H -4.16680 2.10095 -0.73982
H -3.43105 0.07721 0.64935
H 1.95445 1.40738 -1.05083
H -0.12915 1.01387 -0.69705

Forces on atoms 1 to 6 (eV/Å):
0.24 1.51 -0.13
2.18 0.75 -0.66
-0.05 -2.01 1.08
0.99 -1.16 0.30
-2.87 0.90 0.66
-0.15 0.93 -1.00

The gap between HOMO and LUMO (alpha / beta) is 7.66 / 6.95 eV. Its largest force on an atom is 0.0603 Eh/bohr. For the total energy, the calculation gives -16474.3374 eV. The calculation puts the HOMO energy (alpha / beta) at -8.72 / -8.25 eV. The energy above the lowest of the compared OMol25 structures with the same formula, charge and spin comes out at 456.1 kJ/mol. The LUMO energy (alpha / beta) comes out at -1.060 / -1.299 eV.

***

Entry 6:
The following is a DFT calculation (wB97M-V/def2-TZVPD) of a 2-piece molecular cluster, CBr2O overall at a distorted geometry.

Element x y z (Å)
C 0.08439 -0.42938 0.08664
O -0.23617 0.67030 -0.02249
Br 2.90961 0.02280 -0.00458
Br -0.45629 -2.09922 -0.00935

Cartesian forces, eV/Å:
2.35 3.19 -0.52
-0.44 -1.03 0.33
-1.54 -0.61 0.13
-0.37 -1.55 0.06

The gap between HOMO and LUMO (alpha / beta) is 7.49 / 6.69 eV. Its largest force on an atom is 0.0778 Eh/bohr. For the total energy, the calculation gives -143167.0032 eV. The calculation puts the HOMO energy (alpha / beta) at -9.46 / -9.18 eV. The energy above the lowest of the compared OMol25 structures with the same formula, charge and spin comes out at 204.4 kJ/mol. The LUMO energy (alpha / beta) comes out at -1.969 / -2.484 eV.

***

Entry 7:
The following is a DFT calculation (wB97M-V/def2-TZVPD) of a 2-piece molecular cluster, C31H36N3 overall at a distorted geometry.

Element x y z (Å)
C -1.10065 -2.09637 5.65801
C 0.18618 -2.34610 5.15584
C 0.79879 -1.42741 4.30780
C 0.14241 -0.22276 3.94311
C 0.78156 0.74468 3.06999
C 0.51353 2.10252 3.16959
N 1.36253 3.07198 2.80955
C 1.01235 4.48509 2.88171
C 2.22958 5.23665 2.32081
C 3.30684 4.18368 2.00448
C 2.73193 2.81218 2.40539
C -1.14536 0.02374 4.48242
C -1.75834 -0.90718 5.31678
H -1.58399 -2.82359 6.31219
H 0.71693 -3.25663 5.44088
H 1.80985 -1.60413 3.93217
H 1.67737 0.41728 2.53612
H -0.44200 2.45235 3.58248
H 0.09971 4.68483 2.29599
H 0.79559 4.78972 3.92076
H 1.94124 5.78526 1.41806
H 2.59157 5.95924 3.05776
H 3.54484 4.17636 0.93651
H 4.22765 4.38013 2.56022
H 3.32014 2.36771 3.22859
H 2.76932 2.09961 1.56691
H -1.65245 0.95563 4.23088
H -2.75389 -0.69986 5.71390
C -0.15714 -6.36717 -1.65792
N -0.27740 -5.44135 -0.56014
C -0.46330 -5.91848 0.79782
C -0.54561 -4.62426 1.64354
C -0.38288 -3.52104 0.65569
C -0.21383 -4.08725 -0.63376
C 0.04318 -3.27788 -1.75499
C 0.15921 -1.91364 -1.56466
C -0.16268 -1.29251 -0.30626
C -0.26905 0.11121 -0.10376
C -0.48812 1.08943 -1.11554
C -0.41009 2.47050 -0.74101
C -0.45883 3.46173 -1.69348
C -0.59895 3.12750 -3.06453
N -0.51783 4.24585 -3.82966
C -0.56494 4.30631 -5.26945
C -0.36925 5.45358 -3.03790
C -0.32035 4.94140 -1.57925
C -0.78707 1.79310 -3.46769
C -0.80751 0.80916 -2.49358
C -0.38023 -2.15622 0.81335
H 0.08942 -5.82868 -2.57751
H 0.63170 -7.10459 -1.45040
H -1.09544 -6.92142 -1.81351
H -1.37676 -6.52539 0.88040
H 0.38314 -6.55378 1.09982
H -1.50494 -4.57125 2.17346
H 0.24662 -4.61173 2.40351
H 0.15883 -3.74018 -2.73589
H 0.49412 -1.29619 -2.39553
H -0.27971 0.46366 0.92384
H -0.28880 2.72896 0.31092
H -0.31626 3.32952 -5.69790
H -1.56013 4.60547 -5.63432
H 0.15786 5.05259 -5.62712
H 0.54664 5.99176 -3.32381
H -1.21764 6.13520 -3.20375
H -1.13466 5.38915 -0.99645
H 0.62531 5.23215 -1.10425
H -0.92365 1.56952 -4.52626
H -1.06941 -0.20309 -2.79091
H -0.56856 -1.72016 1.79515

Forces on atoms 1 to 6 (eV/Å):
0.22 0.02 -0.19
-0.41 0.15 0.10
-0.33 0.60 -0.25
-0.92 -0.78 0.47
0.40 1.65 0.23
-0.03 -1.79 0.05

The gap between HOMO and LUMO is 5.18 eV. Its largest force on an atom is 0.0349 Eh/bohr. For the total energy, the calculation gives -37195.1722 eV. As for the total charge: +1. The calculation puts the HOMO energy at -9.15 eV. The energy above the lowest of the compared OMol25 structures with the same formula, charge and spin comes out at 158.5 kJ/mol. The LUMO energy comes out at -3.964 eV.

***

Entry 8:
The following is a DFT calculation (wB97M-V/def2-TZVPD) of an isolated ion of composition C2H3IN and charge +1 at a distorted geometry.

Element x y z (Å)
C -0.35599 0.30113 0.54443
C -0.11351 -1.30458 0.90523
N 0.29617 0.94124 -0.57359
I -1.13795 -2.99863 1.35927
H 0.05436 1.96707 -0.40231
H -0.00011 0.55175 -1.49102
H 1.25704 0.54203 -0.34202

Forces on atoms 1 to 6 (eV/Å):
-2.74 -5.35 3.51
-0.25 4.07 -2.83
1.35 -1.08 0.81
0.58 1.67 0.15
1.11 -1.42 -0.86
0.15 0.49 0.33

The gap between HOMO and LUMO (alpha / beta) is 6.84 / 7.01 eV. Its largest force on an atom is 0.1353 Eh/bohr. For the total energy, the calculation gives -11697.8972 eV. As for the total charge: +1. As for the multiplicity: 3. The calculation puts the HOMO energy (alpha / beta) at -12.73 / -14.04 eV. The energy above the lowest of the compared OMol25 structures with the same formula, charge and spin comes out at 267.0 kJ/mol. The LUMO energy (alpha / beta) comes out at -5.891 / -7.030 eV.